Record 1
This record from the OMol25 dataset describes a cluster of 2 separate species, C3H11N2O2S in total at a distorted geometry. The level of theory is ωB97M-V/def2-TZVPD.

- frontier orbital gap (eV) = 10.01
- E_HOMO (eV) = -12.93
- DFT total energy (hartree) = -778.79364
- net charge = +1
- relative energy (zero: lowest compared OMol25 entry of this formula, charge and spin) (eV) = 2.661

Element x y z (Å)
N: 0.96 -0.21 -0.48
C: -0.37 0.44 -0.14
C: -1.00 -0.38 1.07
S: -0.41 0.45 2.62
C: -1.16 0.30 -1.49
N: -2.33 0.98 -1.49
O: -0.60 -0.24 -2.31
H: 0.96 -1.07 0.04
H: 0.91 -0.62 -1.51
H: 1.73 0.39 -0.27
H: -0.14 1.52 0.00
H: -2.14 -0.42 0.99
H: -0.87 -1.57 1.14
H: -1.40 0.62 3.47
H: -2.78 1.09 -2.40
H: -2.76 1.40 -0.64
H: 4.10 -0.32 0.24
H: 3.85 -1.56 0.75
O: 3.44 -0.81 0.43

Mulliken population analysis, charges in e, atoms 1 to 2: number 1, N, carries -0.3181; number 2, C, carries -0.3812

=====

Record 2
This record from the OMol25 dataset describes a structure of composition C35H31ClN5O2STa at a distorted geometry. The level of theory is ωB97M-V/def2-TZVPD.

- frontier orbital gap (eV) = 6.22
- E_HOMO (eV) = -18.87
- DFT total energy (hartree) = -2690.80657
- net charge = +4
- relative energy (zero: lowest compared OMol25 entry of this formula, charge and spin) (eV) = 0.000

Element x y z (Å)
Ta: 0.23 -0.20 -0.52
C: -1.02 -3.62 -0.11
C: -1.96 -2.77 -0.90
C: -3.07 -3.41 -1.47
C: -3.95 -2.71 -2.26
C: -3.71 -1.36 -2.47
C: -2.62 -0.76 -1.86
N: -1.74 -1.45 -1.08
C: -2.37 0.68 -2.00
C: -3.17 1.53 -2.74
C: -2.91 2.90 -2.72
C: -1.89 3.39 -1.91
C: -1.13 2.49 -1.19
N: -1.33 1.15 -1.28
C: -0.13 2.88 -0.19
C: 0.15 4.19 0.11
C: 1.06 4.47 1.13
C: 1.65 3.41 1.79
C: 1.36 2.10 1.43
C: 2.06 1.00 2.18
N: 0.46 1.83 0.45
H: -1.20 -4.67 -0.31
H: -1.15 -3.46 0.96
H: 0.02 -3.41 -0.38
H: -3.22 -4.46 -1.28
H: -4.81 -3.19 -2.70
H: -4.38 -0.78 -3.08
H: -4.01 1.16 -3.31
H: -3.52 3.58 -3.30
H: -1.72 4.45 -1.84
H: -0.33 5.00 -0.42
H: 1.29 5.49 1.39
H: 2.36 3.59 2.58
H: 2.88 1.42 2.76
H: 2.50 0.26 1.50
H: 1.39 0.50 2.87
Cl: 6.78 -1.85 -3.32
C: 5.34 -1.20 -2.67
C: 4.90 0.07 -3.08
C: 3.74 0.63 -2.57
C: 3.01 -0.10 -1.66
O: 1.88 0.40 -1.09
C: 3.42 -1.37 -1.22
C: 2.75 -2.04 -0.17
N: 1.59 -1.72 0.35
C: 1.22 -2.30 1.61
C: 1.82 -3.34 2.28
C: 1.33 -3.76 3.54
C: 0.26 -3.14 4.12
C: -0.39 -2.07 3.45
C: -1.50 -1.38 3.96
C: -2.08 -0.36 3.24
C: -1.55 -0.04 2.00
N: -0.48 -0.67 1.47
C: 0.11 -1.68 2.19
C: 4.62 -1.91 -1.73
H: 5.50 0.62 -3.80
H: 3.43 1.62 -2.86
H: 3.30 -2.85 0.30
H: 2.68 -3.86 1.87
H: 1.83 -4.58 4.04
H: -0.10 -3.46 5.09
H: -1.89 -1.66 4.93
H: -2.93 0.19 3.61
H: -1.99 0.76 1.40
H: 4.98 -2.87 -1.39
C: 0.13 -0.93 -4.95
S: -0.09 -1.96 -3.52
C: 1.18 -3.16 -3.80
O: 0.52 -1.09 -2.37
H: 1.17 -0.61 -5.02
H: -0.55 -0.08 -4.86
H: -0.16 -1.52 -5.82
H: 0.89 -3.73 -4.69
H: 1.20 -3.84 -2.95
H: 2.13 -2.66 -3.95

Mulliken population analysis, charges in e, atoms 1 to 2: number 1, Ta, carries 0.3661; number 2, C, carries -1.0892

=====

Record 3
This record from the OMol25 dataset describes a structure of composition ClFeI3O4 at a distorted geometry. The level of theory is ωB97M-V/def2-TZVPD.

- frontier orbital gap (alpha / beta) (eV) = 4.39 / 4.65
- E_HOMO (alpha / beta) (eV) = 0.69 / 0.29
- 2S+1 = 5
- DFT total energy (hartree) = -2917.38831
- net charge = -2
- relative energy (zero: lowest compared OMol25 entry of this formula, charge and spin) (eV) = 14.396

Element x y z (Å)
Fe: 16.82 1.12 -8.76
I: 16.24 -0.79 -8.73
I: 16.91 1.88 -6.92
I: 18.35 1.74 -9.94
Cl: 14.51 2.46 -9.32
O: 14.86 3.16 -8.12
O: 13.21 1.77 -9.20
O: 14.36 3.46 -10.38
O: 15.62 1.56 -9.61

Mulliken population analysis, charges in e, atoms 1 to 2: number 1, Fe, carries 0.0375; number 2, I, carries -0.4487